DFT (the ωB97M-V functional and the def2-TZVPD basis) results for a cluster of 10 separate species, H20O10 in total in a non-equilibrium geometry.

Last column: Löwdin spin population.
CARTESIAN COORDINATES (ANGSTROEM)
H  1.702  -0.689  -2.095  0.00
O  -3.344  2.046  -0.705  0.04
H  -4.178  2.285  -0.300  0.00
H  0.562  -0.241  -0.033  0.00
O  0.096  -0.105  -0.858  0.04
O  2.136  -1.437  -2.506  0.12
H  3.273  -0.141  0.632  0.00
H  1.251  -0.408  2.273  0.00
H  1.373  -3.701  0.779  0.00
H  -0.781  -2.575  1.207  0.00
H  -1.319  2.885  0.625  0.00
H  -3.179  1.152  -0.406  0.00
H  1.034  -2.973  -0.504  0.00
O  -1.477  3.565  1.280  0.01
H  1.335  1.645  -2.362  0.00
H  4.273  -1.199  0.217  0.00
O  0.647  -3.287  0.313  0.04
O  4.079  -0.266  0.131  0.00
H  -0.615  3.952  1.437  0.00
O  -1.268  -2.149  1.913  0.56
H  -3.501  -0.867  0.442  0.00
H  2.761  -1.743  -1.849  0.00
O  1.113  0.133  1.496  0.01
H  -3.525  -0.039  1.709  0.00
H  1.423  1.002  1.751  0.00
O  1.155  2.109  -3.180  0.14
O  -3.024  -0.179  0.906  0.03
H  0.200  2.117  -3.246  0.00
H  -1.530  -1.304  1.548  0.01
H  -0.673  0.413  -0.616  0.00

Forces on the atoms, in the same order (eV/Å):
-0.38 0.41 0.08
0.43 0.20 -0.41
-0.24 0.28 0.08
0.28 0.12 0.58
-0.18 -0.23 -1.05
-0.17 -0.55 -0.13
-0.25 0.08 0.21
0.05 -0.27 0.35
0.16 -0.35 0.31
1.19 -1.20 -1.31
-0.25 -0.05 -0.36
-0.12 -0.17 0.16
-0.09 0.26 -0.66
-0.02 -0.18 0.28
0.10 -0.15 0.37
0.32 -0.24 0.11
-0.39 0.29 0.40
-0.13 0.05 -0.31
0.19 0.30 0.09
-0.31 -0.31 1.36
-0.38 -0.37 -0.32
0.55 0.06 0.08
0.23 -0.24 0.34
-0.29 0.32 0.44
0.02 0.51 0.05
0.27 0.09 -0.20
0.80 -0.52 0.08
-0.45 0.08 -0.15
-0.66 1.55 -0.39
-0.30 0.21 -0.07

Calculated values
E_HOMO (alpha / beta)	-0.5252 / -0.5072	hartree
LUMO level (alpha / beta)	-3.624 / -11.468	eV
charge	+1
energy relative to the best compared isomer or geometry (same formula, charge and spin)	152.2	kJ/mol
2S+1	2
DFT total energy	-763.96303	hartree
expectation value of S²	0.76

=====

DFT (the ωB97M-V functional and the def2-TZVPD basis) results for a structure of composition H20O16SV in a non-equilibrium geometry.

Last column: Löwdin spin population.
CARTESIAN COORDINATES (ANGSTROEM)
O  2.104  2.208  1.883  0.00
H  1.559  -0.268  2.780  0.00
H  0.266  -3.347  0.903  0.00
H  1.298  -2.711  -0.003  0.00
O  -1.222  3.985  -1.030  0.00
H  -3.159  -0.394  -3.297  0.00
O  -1.702  3.526  1.633  0.00
O  1.287  2.401  -0.855  0.00
H  1.451  1.465  -0.971  0.00
O  2.778  -1.373  -2.491  0.00
H  2.361  -0.650  1.554  0.00
H  -1.845  -0.833  2.647  0.02
H  -1.693  -2.314  2.370  0.02
H  -2.789  -1.159  -2.044  0.00
V  -0.261  -0.423  0.444  0.88
H  2.901  2.021  2.379  0.00
H  -1.572  3.900  -0.143  0.00
O  1.348  -0.264  -0.863  0.01
O  -3.437  -1.127  -2.748  0.00
O  -3.002  -3.179  -0.107  0.01
H  -3.076  -3.336  -1.048  0.00
O  3.179  -1.615  -0.167  0.00
H  -2.065  -3.047  0.041  0.00
H  -0.561  3.295  -1.094  0.00
H  0.250  -2.053  -3.038  0.00
H  1.398  2.135  2.525  0.00
S  2.727  -0.709  -1.196  0.00
H  1.634  2.600  0.015  0.00
O  -1.374  -0.741  -0.624  -0.02
O  -1.460  -1.452  2.026  0.05
O  -0.569  1.103  0.920  0.00
O  0.359  -2.729  0.178  0.01
O  3.553  0.463  -1.107  0.00
H  -1.008  2.936  1.925  0.00
O  1.463  -0.551  1.870  0.01
O  0.039  -1.120  -3.076  0.00
H  -1.907  4.055  2.404  0.00
H  0.748  -0.693  -2.595  0.00

Forces on the atoms, in the same order (eV/Å):
0.39 0.48 0.36
-0.38 0.14 0.02
0.08 -0.08 0.26
1.19 0.37 -0.34
-0.52 0.88 -0.69
0.32 0.08 0.04
-0.58 0.69 0.64
-0.23 1.58 -0.60
0.04 -0.52 -0.01
-0.52 -0.07 -0.45
0.66 -0.34 -1.11
-0.22 0.66 0.11
-0.14 -0.55 -0.07
0.91 0.33 0.78
1.55 0.41 -1.16
0.38 -0.01 -0.08
0.03 -0.24 0.27
-1.94 -0.03 0.15
-0.99 -0.37 -0.59
-0.54 -0.78 0.47
0.04 0.21 -0.29
-0.10 -2.70 2.74
0.39 0.66 -0.31
0.70 -0.60 0.09
0.24 0.00 0.11
-0.56 -0.18 -0.22
2.07 0.55 -0.89
-0.02 -0.17 0.13
-1.95 -1.35 -1.60
-0.07 -0.17 0.79
0.01 1.44 2.11
-0.72 -0.39 0.24
1.06 1.67 -0.53
0.38 -1.09 -0.64
0.05 -0.65 1.15
-1.01 -0.18 -1.23
-0.13 0.27 0.10
0.14 0.04 0.26

Calculated values
E_HOMO (alpha / beta)	0.0122 / -0.0759	hartree
LUMO level (alpha / beta)	4.258 / 4.070	eV
charge	-2
energy relative to the best compared isomer or geometry (same formula, charge and spin)	2.3	kJ/mol
2S+1	2
DFT total energy	-2558.12747	hartree
expectation value of S²	0.76

=====

DFT (the ωB97M-V functional and the def2-TZVPD basis) results for a cluster of 10 separate species, H21O10 in total in a non-equilibrium geometry.

Last column: Löwdin spin population.
CARTESIAN COORDINATES (ANGSTROEM)
H  -1.469  0.854  1.912  0.00
H  -2.240  -2.471  -1.475  0.00
H  2.881  -1.721  2.069  0.00
H  -2.992  -3.270  1.779  0.00
O  2.630  0.103  0.005  0.00
O  -0.543  1.237  -2.700  0.57
H  2.265  2.301  2.097  0.00
H  -2.596  -0.157  1.817  0.00
O  -2.428  0.798  1.840  0.01
H  -1.214  1.911  -2.973  0.00
H  3.468  -0.215  0.374  0.00
O  -1.598  -0.855  -3.846  0.39
O  -0.391  0.603  0.032  0.02
H  -2.182  -2.440  2.738  0.00
H  1.671  3.719  1.849  0.00
H  -0.541  -0.363  0.093  0.00
H  -1.279  -1.647  -3.392  0.00
H  1.360  2.268  0.156  0.00
H  2.017  -0.572  -0.291  0.00
H  0.559  1.604  -0.800  0.00
O  -1.894  -1.958  -0.731  0.00
H  -2.379  -0.318  -3.652  0.00
O  2.125  2.980  1.427  0.00
O  3.742  -1.304  2.129  0.00
H  -2.028  -2.644  -0.040  0.00
H  3.912  -1.026  3.034  0.00
O  1.390  2.215  -0.891  0.01
H  -0.542  0.715  -3.549  -0.01
O  -2.392  -2.511  1.798  0.00
H  -1.369  0.719  0.050  0.00
H  2.057  1.444  -0.861  0.00

Forces on the atoms, in the same order (eV/Å):
-0.08 0.16 0.53
-0.03 0.35 -0.20
-0.01 -0.14 0.56
-0.13 0.12 0.05
-0.64 1.28 -0.61
-1.01 -0.45 -1.63
0.13 0.20 0.24
-0.31 0.04 0.15
0.23 -0.35 -0.51
0.08 0.35 0.65
-0.21 -0.59 0.12
1.45 1.88 -1.14
-1.58 -1.19 -0.08
0.15 -0.03 -0.04
0.10 0.04 0.15
1.16 -0.30 -0.25
-0.82 -0.13 0.78
1.26 1.91 -0.30
0.70 -0.69 0.28
0.34 0.50 -0.86
-0.15 -1.05 -0.38
-0.73 -1.23 0.71
-0.50 -0.54 -0.23
0.28 0.31 -0.61
0.42 1.01 0.28
-0.16 -0.22 0.09
-1.35 -2.44 1.78
0.90 -0.29 0.12
-0.17 -0.23 0.46
0.09 1.29 0.15
0.60 0.43 -0.23

Calculated values
E_HOMO (alpha / beta)	-0.6316 / -0.6315	hartree
LUMO level (alpha / beta)	-7.171 / -14.251	eV
charge	+2
energy relative to the best compared isomer or geometry (same formula, charge and spin)	121.7	kJ/mol
2S+1	2
DFT total energy	-764.19533	hartree
expectation value of S²	0.76